ORCA calculation (ωB97M-V/def2-TZVPD) on 2 unconnected molecules or ions with the total composition C10H12N2P2 at a distorted geometry.

Geometry as ORCA input:
```
! wB97M-V def2-TZVPD RIJCOSX def2/J DEFGRID3
* xyz 0 1
P -0.5173 -0.3200 0.2551
P 0.2183 -2.1520 0.7639
N -3.0794 0.5448 -0.1075
N 3.1499 -0.0599 -0.5269
C -4.4273 -1.0529 0.7413
C -2.2849 -0.5274 0.3796
C -2.6387 1.8671 -0.6353
C -3.1080 -1.4832 0.8993
C 2.9971 -0.5804 -1.9129
C 4.2360 0.6187 -0.0284
C 2.8851 -0.0167 1.7364
C 2.3434 -0.4814 0.5140
C -4.3802 0.2250 0.1760
C 4.0748 0.6627 1.3432
H 2.6655 -0.1128 2.7335
H 3.8368 -1.2112 -2.2885
H -5.0168 0.8491 -0.4707
H -5.3454 -1.5175 0.9753
H -2.8066 -2.4348 1.1980
H 2.9282 0.2383 -2.6364
H -3.5795 2.1819 -1.1079
H 2.1820 -1.3602 -1.8810
H -2.1836 2.6255 0.1214
H -1.8676 1.6577 -1.3609
H 4.8109 1.1219 1.9686
H 4.9073 0.7176 -0.8492
*
```

Values from the calculation:
Calculated total energy, eV: -32116.9097
Largest force on an atom, eV/A: 4.40
Energy relative to the best compared isomer or geometry (same formula, charge and spin), eV: 1.724
Gap between HOMO and LUMO (spin up / spin down), eV: 6.804 / 6.803

From a Mulliken analysis of the wavefunction, the atomic charges in e read: 0.12, 0.08, 0.08, 0.21, -0.86, 0.07, -0.86, -0.22, -0.91, -0.26, -0.40, -0.49, -0.08, -0.67, 0.51, 0.33, 0.25, 0.41, 0.42, 0.31, 0.31, 0.29, 0.24, 0.38, 0.36, 0.41


ORCA calculation (ωB97M-V/def2-TZVPD) on a molecular structure, H17HfO10 at a distorted geometry.

Geometry as ORCA input:
```
! wB97M-V def2-TZVPD RIJCOSX def2/J DEFGRID3
* xyz 1 1
Hf -0.0444 -4.5826 -19.2981
O 1.7016 -8.7197 -16.6999
O -0.0602 -6.6200 -15.7694
O 1.7492 -6.9971 -21.4232
O 0.0027 -8.5664 -19.6780
O 3.4609 -7.4919 -18.5726
O -0.8700 -5.5675 -20.7148
O 0.7414 -3.3137 -18.0960
O 0.7557 -6.1622 -18.4719
O 1.6904 -4.1942 -20.4275
O -1.6707 -4.8686 -17.9692
H 1.6144 -7.8821 -16.2500
H -0.2459 -8.3565 -20.6035
H 1.7005 -7.8376 -21.0083
H 0.0995 -7.6858 -19.3201
H 0.9781 -6.6738 -21.9088
H 0.5041 -5.8688 -15.7425
H 1.1430 -2.6874 -17.5051
H 3.0397 -8.1425 -18.0086
H 2.2761 -4.7060 -20.9993
H 3.3125 -6.6716 -18.1013
H -1.3452 -5.9964 -21.4138
H -1.7346 -4.3302 -17.1312
H 2.1938 -9.3077 -16.1199
H -0.1011 -6.7084 -16.7460
H 1.9526 -3.2694 -20.6083
H 1.4065 -6.8323 -18.2671
H -2.2023 -5.6899 -17.8971
*
```

Values from the calculation:
Calculated total energy, eV: -22055.5992
Largest force on an atom, eV/A: 3.33
Energy relative to the best compared isomer or geometry (same formula, charge and spin), eV: 0.044
Gap between HOMO and LUMO, eV: 9.940

From a Mulliken analysis of the wavefunction, the atomic charges in e read: 1.72, -0.66, -0.67, -0.58, -0.66, -0.65, -0.74, -0.68, -0.23, -0.48, -0.58, 0.33, 0.28, 0.31, 0.30, 0.27, 0.35, 0.30, 0.38, 0.32, 0.28, 0.30, 0.38, 0.31, 0.33, 0.32, 0.09, 0.36